ORCA calculation (ωB97M-V/def2-TZVPD) on a molecular structure, C5H20InN10O5 at a distorted geometry.

Calculated values
Total charge = +3
HOMO-LUMO gap = 3.73 eV

Cartesian coordinates (Å):
In 0.969 0.658 -0.379
C 0.257 -1.367 2.849
O 0.267 -1.230 1.591
N 0.001 -2.594 3.342
N 0.463 -0.349 3.696
H -0.235 -2.638 4.321
H -0.306 -3.275 2.667
H 0.852 0.491 3.306
H 0.420 -0.427 4.698
C -2.119 2.059 1.598
O -1.456 1.290 0.847
N -1.557 2.809 2.568
N -3.460 2.106 1.525
H -2.126 3.452 3.091
H -0.560 2.748 2.635
H -3.964 1.841 0.695
H -4.002 2.641 2.185
C 1.232 1.924 -3.989
O 0.764 1.722 -2.823
N 0.398 2.146 -5.011
N 2.526 1.735 -4.291
H -0.580 2.308 -4.848
H 0.762 2.172 -5.949
H 3.150 1.544 -3.527
H 2.893 1.739 -5.228
C 3.312 -1.457 1.496
O 3.053 -0.288 1.119
N 4.042 -1.722 2.597
N 3.040 -2.574 0.764
H 4.411 -2.627 2.831
H 4.278 -0.965 3.219
H 3.229 -3.442 1.232
H 2.642 -2.573 -0.155
C -2.467 -0.783 -2.012
O -1.483 -0.326 -1.390
N -2.636 -2.100 -2.195
N -3.420 0.019 -2.561
H -1.954 -2.756 -1.859
H -3.372 -2.475 -2.771
H -4.040 -0.434 -3.212
H -3.226 0.997 -2.672

Here are the Löwdin charges for atoms 1 to 2, given in e: In 1.59; C -0.61

ORCA calculation (ωB97M-V/def2-TZVPD) on C2H3N2P in the gas phase at a distorted geometry.

Calculated values
Total charge = 0
HOMO-LUMO gap = 9.13 eV

Cartesian coordinates (Å):
C -0.679 1.210 -0.036
C 1.099 1.317 0.099
N -0.845 -0.043 -0.096
N 0.218 -0.913 0.077
P 1.784 -0.206 -0.034
H -1.792 -0.547 0.115
H -0.057 -1.818 0.119
H 1.504 2.388 0.002

Here are the Löwdin charges for atoms 1 to 2, given in e: C -0.12; C -0.43

ORCA calculation (ωB97M-V/def2-TZVPD) on 2 unconnected molecules or ions with the total composition C4H9O.

Calculated values
Total charge = -1
HOMO-LUMO gap = 5.93 eV

Cartesian coordinates (Å):
C -0.191 1.987 0.443
O 0.919 2.624 0.728
C -0.398 1.299 -0.952
C -0.226 0.479 0.319
C -1.446 -0.299 0.736
H -1.146 2.414 0.813
H 3.663 -4.982 -0.976
H 0.418 1.388 -1.662
H -1.416 1.289 -1.325
H 4.390 -4.856 -1.075
H 0.760 0.080 0.484
H -2.309 0.365 0.642
H -1.409 -0.647 1.763
H -1.609 -1.140 0.061

Here are the Löwdin charges for atoms 1 to 2, given in e: C -0.60; O -0.30

The records above give, respectively, energy above the lowest of the compared OMol25 structures with the same formula, charge and spin values of 3.987; 3.155; 1.481 eV.
The records above give, respectively, lowest unoccupied orbital energy values of -14.464; 0.575; 4.206 eV.
The records above give, respectively, HOMO energy values of -0.66880; -0.31445; -0.06341 Eh.